{
  "formula": "C5H12LiO3",
  "method": "the ωB97M-V functional and the def2-TZVPD basis",
  "energy_ev": -11718.9243,
  "e_lumo_ev": -3.46,
  "gap_ev": 9.92,
  "charge": 1,
  "e_above_lowest_ev": 0.000,
  "elements": ["C", "H", "H", "H", "O", "C", "H", "H", "O", "C", "C", "O", "C", "Li", "H", "H", "H", "H", "H", "H", "H"],
  "xyz": [[-2.16654, 0.33227, -0.33498], [-2.50337, 1.37612, -0.34082], [-2.25560, -0.30607, -1.22306], [-1.92913, -0.08337, 0.64924], [-3.94618, -0.03752, -0.13242], [-4.36807, -0.69360, 0.80314], [-3.68536, -1.09164, 1.57532], [-5.43605, -0.97060, 0.83488], [-0.49647, 0.72942, -0.54599], [-0.22974, 1.40521, -1.73684], [1.18105, 1.95606, -1.77089], [2.10726, 0.88678, -1.62768], [3.45739, 1.28312, -1.76664], [1.21775, -0.28354, -0.32837], [-0.91274, 2.26665, -1.88941], [-0.36864, 0.73223, -2.61059], [1.33162, 2.68268, -0.95277], [1.35259, 2.47238, -2.73122], [4.08384, 0.39913, -1.59698], [3.64487, 1.67106, -2.78034], [3.71494, 2.06106, -1.02958]]
}